Computed, not measured: C15H22N2O5S in the gas phase, with ωB97M-V/def2-TZVPD.

Structure (ORCA input):
```
! RIJCOSX wB97M-V def2-TZVPD def2/J DEFGRID3
* xyz 0 1
S 3.8167 -0.2446 3.6811
O 1.7742 -2.0088 -0.9208
O 2.3870 1.7414 -0.7374
O -3.6992 0.6408 1.1585
O -3.8946 1.6659 -3.5894
O 3.7838 -1.8396 0.0551
N 0.2089 1.8483 -1.2801
N 0.9553 0.3101 0.3054
C 5.3184 -0.4758 2.6863
C 4.2950 -2.8264 -0.8338
C 2.7622 -1.5994 3.0415
C -3.9138 1.1117 -1.2192
C -3.1736 0.9894 -0.0487
C 1.2623 1.3132 -0.5788
C -1.8030 1.2331 -0.0465
C -5.0832 0.4107 1.2567
C -5.2814 1.4463 -3.6704
C 2.0506 -0.4353 0.8836
C -3.2700 1.4957 -2.3922
C 2.5019 -1.5087 -0.1033
C 1.6036 -1.0787 2.2028
C -1.1586 1.5840 -1.2266
C -1.8999 1.7279 -2.3946
H -4.9732 0.9232 -1.2164
H 2.8665 0.2721 1.0589
H 5.0720 -0.4534 1.6301
H 3.4060 -2.2677 2.4743
H 5.3278 -2.9953 -0.5402
H -5.2671 0.1688 2.3023
H -5.6604 1.3009 0.9865
H 4.2426 -2.4663 -1.8625
H -1.4277 2.0185 -3.3189
H -5.5416 0.4122 -3.4216
H 0.5085 2.4665 -2.0219
H 0.1339 -0.2386 0.0900
H 5.7862 -1.4194 2.9545
H 0.9145 -1.9001 1.9858
H 1.0633 -0.3221 2.7747
H -5.3979 -0.4320 0.6322
H 2.3765 -2.1252 3.9150
H 5.9791 0.3481 2.9353
H -1.2785 1.1832 0.8919
H -5.8369 2.1296 -3.0197
H -5.5496 1.6427 -4.7073
H 3.7136 -3.7469 -0.7518
*
```

Values from the calculation:
**Calculated total energy**: -1468.70076 Ha
**E_LUMO**: 0.7 eV
**SMILES string**: COC(=O)[C@H](CCSC)NC(=O)Nc1cc(OC)cc(OC)c1
**Gap between HOMO and LUMO**: 9.0667 eV